Record 1
A 4-piece molecular cluster, C46H100ClNO13P3 overall at a distorted geometry, computed with ωB97M-V with the def2-TZVPD basis set.

```
164
Properties=species:S:1:pos:R:3:forces:R:3:lowdin_charge:R:1
Cl 5.4192 -5.4458 -3.5686 0.2 0.0 -0.4 0.735
P -1.3769 3.1177 -2.5996 -2.6 -1.0 0.4 0.382
P 1.4470 10.0006 0.3735 -2.8 -0.3 1.6 0.390
P -9.0036 -0.3284 0.0799 2.4 0.9 -1.3 0.382
O -0.0538 10.5338 0.5132 0.3 0.1 -0.1 -0.174
O -8.7908 -0.3798 1.5281 -1.2 -0.3 0.3 -0.217
O 3.6808 -4.5156 -5.2982 0.0 0.3 0.1 -0.097
O -0.8785 2.6552 -3.8989 1.1 0.6 0.1 -0.223
O -8.0607 0.7692 -0.5994 -0.3 0.1 0.0 -0.181
O -2.9593 3.2753 -2.5994 0.1 0.3 0.0 -0.177
O 2.2022 11.3830 0.3034 0.9 -0.4 -0.8 -0.161
O 1.6470 9.5243 1.8794 0.5 0.1 -0.2 -0.171
O -8.4594 -1.6011 -0.7032 -0.4 -0.2 0.1 -0.176
O -1.0011 4.4598 -1.8678 1.0 0.1 -0.5 -0.162
O -10.3486 0.0402 -0.6591 -0.7 -0.3 0.8 -0.167
O 1.4758 8.8863 -0.5833 1.4 0.4 -0.6 -0.232
O -1.2734 2.0091 -1.4538 0.4 0.1 0.0 -0.168
N 4.2740 -1.8272 -3.5624 -0.2 -0.2 -0.7 0.190
C -0.0657 -2.6672 1.0049 0.6 0.3 -0.5 -0.198
C 2.6334 -3.6241 -2.6398 -0.2 0.7 -0.2 -0.127
C 2.6481 -5.6606 8.5731 0.0 0.1 0.4 -0.219
C 0.2593 -3.0948 -0.4334 0.3 -0.4 0.3 -0.197
C -0.0463 1.3172 -1.2595 0.4 -0.1 0.2 -0.280
C 3.1310 11.7268 -0.7518 0.1 0.1 -0.2 -0.239
C -1.6558 8.7087 0.1408 0.0 0.0 0.3 -0.074
C 3.9701 -3.2411 -3.2591 0.6 -0.9 1.5 -0.261
C 3.1731 -6.0270 -7.1394 0.6 -0.2 -0.3 -0.312
C 1.3401 -2.1207 7.5590 0.1 0.2 0.1 -0.227
C -3.7520 2.9683 -3.7512 -0.2 -0.1 -0.2 -0.265
C -4.2142 1.5278 -3.7298 0.0 -0.1 0.2 -0.062
C 4.5991 -4.0448 -4.4182 0.1 0.1 0.5 -0.739
C -11.5852 0.3118 0.0432 -0.2 0.1 0.1 -0.241
C 2.5562 11.5126 -2.1365 -0.1 -0.1 0.0 -0.079
C -7.1346 1.5326 0.1758 0.2 0.2 0.1 -0.273
C -0.3721 -1.2646 3.7498 -0.1 -0.2 0.1 -0.201
C -10.2907 -3.2250 -0.4966 -0.1 0.2 0.0 -0.073
C 5.9067 -3.7567 8.2323 -0.3 -0.2 -0.2 -0.115
C 1.7645 -4.4176 8.5005 0.1 0.2 -0.4 -0.212
C 0.2224 -0.6519 2.4799 0.4 -0.1 -0.1 -0.220
C -11.4341 1.3490 1.1366 0.2 0.0 0.1 -0.080
C 4.1849 -5.0692 -6.5313 0.0 0.2 -0.3 -0.167
C 5.0822 -5.0264 7.9363 -0.1 0.8 0.2 -0.256
C 2.0996 -7.2335 -5.1801 0.1 -0.2 -0.1 -0.068
C 5.6263 -3.0301 -4.9894 -0.5 0.3 -0.9 -0.055
C -0.3659 5.8193 -3.8327 -0.1 -0.2 -0.1 -0.076
C 1.8098 -1.3211 5.1302 -0.3 0.4 0.1 -0.196
C 0.9539 -1.6535 1.5692 -0.7 0.1 0.2 -0.208
C 1.0394 2.2104 -0.6834 0.0 0.1 -0.2 -0.069
C 1.3869 -4.1502 -0.5017 0.5 0.9 -0.3 -0.174
C 2.6212 -8.5211 -7.2296 -0.1 0.3 0.1 -0.072
C 3.0912 -7.3490 -6.3457 -0.8 -0.3 0.0 -0.380
C 2.2198 -3.3615 7.4862 -0.1 -0.2 0.4 -0.214
C 5.2065 -1.7222 -4.4275 0.2 0.0 0.2 0.048
C -1.0581 10.0043 -0.3574 -0.3 0.0 -0.3 -0.279
C 4.0858 9.4382 2.1440 0.0 0.1 -0.1 -0.073
C -0.0595 5.4223 -2.4031 0.1 0.3 -0.2 -0.232
C 4.0839 -5.3929 9.0561 0.1 -0.7 -0.4 -0.212
C -5.7770 0.8661 0.2298 0.1 -0.1 -0.1 -0.063
C -8.8258 -2.9149 -0.2591 -0.1 -0.3 0.0 -0.264
C 2.6774 -3.5535 -1.1065 -0.3 -0.4 -0.3 -0.197
C 0.5987 -2.1014 4.5904 0.2 0.0 -0.5 -0.205
C 2.7642 8.6985 2.2243 0.2 -0.2 0.1 -0.266
C 3.6086 -6.2451 -8.6025 0.3 0.3 0.2 -0.057
C 1.7958 -0.9946 6.6374 0.3 -0.1 -0.2 -0.202
H 2.7705 -6.5220 -9.2350 0.1 -0.2 0.0 0.084
H 1.8524 -2.9353 -2.9776 -0.1 -0.3 -0.3 0.133
H 2.7480 -1.8080 4.8574 -0.1 -0.2 0.1 0.105
H 4.0654 -4.6473 9.8547 0.1 0.1 -0.1 0.108
H 3.4377 -8.9397 -7.8143 -0.1 -0.1 -0.1 0.078
H 1.1098 -4.9901 -1.1397 -0.1 -0.2 0.3 0.109
H -0.2505 0.5054 -0.5598 -0.2 0.0 0.0 0.100
H -0.5957 -0.2330 1.8860 0.0 0.2 0.1 0.103
H 4.3639 9.6330 1.1056 0.0 0.0 0.0 0.060
H 2.0227 -8.1972 -4.6748 0.1 0.1 0.2 0.081
H 5.3174 -3.0772 8.8503 0.1 0.0 0.1 0.060
H 2.6638 -6.1788 7.6095 0.0 0.0 0.0 0.111
H -8.5727 -3.0267 0.7976 0.0 0.1 0.0 0.114
H -10.4860 -4.2837 -0.3261 0.0 0.0 0.0 0.081
H 1.4162 -1.0793 0.7589 0.0 -0.1 -0.1 0.087
H 1.7532 -3.9298 9.4809 -0.1 -0.1 0.1 0.114
H 0.6170 -2.1996 -0.9544 -0.3 0.0 -0.2 0.088
H 1.8982 1.6143 -0.3676 0.0 0.0 0.0 0.070
H 3.5361 -4.1179 -0.7338 0.1 0.1 -0.1 0.117
H 0.9060 0.1685 2.7136 -0.1 0.0 0.1 0.100
H -1.1970 -1.9242 3.4627 -0.1 0.1 0.0 0.107
H 4.5127 -4.8225 7.0280 0.0 -0.2 -0.1 0.083
H 4.6749 -3.4370 -2.4450 0.1 0.1 0.0 0.119
H -3.2038 3.1918 -4.6668 0.2 0.0 0.1 0.108
H 5.1502 -5.5609 -6.3734 -0.1 -0.1 0.2 0.132
H -12.2785 0.6609 -0.7189 0.1 0.0 -0.1 0.119
H -10.9269 -2.6581 0.1862 0.0 0.0 0.0 0.061
H 4.3996 -6.9925 -8.6699 -0.1 -0.1 -0.1 0.089
H 2.3821 10.4544 -2.3324 0.0 0.0 0.0 0.063
H -2.3013 8.2905 -0.6331 0.0 0.0 0.0 0.078
H -0.6455 9.8437 -1.3548 0.1 0.1 0.0 0.104
H -4.6082 3.6418 -3.7133 0.0 0.0 0.1 0.120
H 4.3637 -4.2475 -7.2323 -0.1 0.1 0.1 0.118
H 2.7675 -2.5010 -0.8192 0.2 -0.1 0.3 0.106
H 6.8471 -3.9778 8.7343 0.0 0.1 0.1 0.067
H -0.6346 -3.4544 -0.9423 0.0 0.0 0.0 0.111
H -10.9806 2.2590 0.7415 -0.1 0.0 0.0 0.086
H 0.9563 5.0293 -2.3235 -0.1 -0.1 0.1 0.107
H 2.1998 -5.5280 -7.1544 0.0 0.0 0.1 0.153
H -7.0580 2.5035 -0.3157 0.0 0.0 -0.1 0.117
H 1.8310 -8.1918 -7.9071 0.0 0.0 0.0 0.085
H 2.5807 8.3657 3.2446 -0.1 0.1 0.0 0.119
H -11.9851 -0.6220 0.4437 0.1 0.0 0.0 0.107
H -3.3762 0.8453 -3.5826 0.1 0.1 -0.1 0.077
H 0.6611 2.7695 0.1718 0.0 -0.1 0.0 0.091
H -0.8144 -0.4692 4.3559 0.0 0.0 0.0 0.118
H 5.5973 -0.7635 -4.7479 0.0 0.0 0.1 0.165
H -5.3081 0.8678 -0.7544 0.0 0.0 0.0 0.054
H -10.8021 0.9827 1.9445 0.0 0.0 0.0 0.064
H -8.1986 -3.6023 -0.8245 0.0 0.1 -0.1 0.116
H -0.0802 -3.5428 1.6557 -0.4 0.0 0.0 0.114
H 4.0320 -5.3283 -9.0207 -0.1 0.0 0.0 0.076
H 4.0220 10.3956 2.6608 0.0 0.0 0.1 0.088
H 1.2287 -0.0780 6.8144 -0.2 -0.1 0.0 0.108
H 3.2432 -3.0779 7.7481 0.0 0.1 -0.2 0.099
H 5.4662 -2.8660 -6.0645 0.0 -0.4 -0.1 0.139
H 3.2491 11.8853 -2.8909 0.0 0.1 0.0 0.081
H 3.8209 -1.0504 -3.0927 0.0 0.0 -0.1 0.195
H 3.3703 12.7763 -0.5963 -0.1 0.0 0.1 0.121
H 1.3855 -1.7428 8.5858 0.0 0.0 0.0 0.116
H 1.7556 -2.1525 2.1179 0.1 0.0 -0.1 0.104
H -0.1227 6.2957 -1.7574 -0.1 -0.1 0.2 0.111
H 0.3028 6.6214 -4.1450 0.0 0.1 0.1 0.082
H 6.6818 -3.2850 -4.9122 0.0 0.1 0.4 0.145
H 1.1007 -7.0199 -5.5692 0.0 0.2 0.0 0.092
H 0.0314 -2.6042 5.3724 0.1 0.1 0.1 0.100
H 1.6044 12.0348 -2.2413 0.0 0.1 0.0 0.087
H -10.5778 -2.9684 -1.5162 0.0 -0.1 0.0 0.087
H 4.4271 -6.3274 9.5070 0.1 0.1 0.2 0.101
H -1.3982 6.1600 -3.9233 0.0 0.1 0.0 0.087
H 0.2801 0.8694 -2.2038 -0.1 0.0 0.0 0.108
H -5.1185 1.3917 0.9229 0.0 0.0 0.0 0.080
H -2.2421 8.8486 1.0494 0.0 0.1 0.0 0.079
H -1.8118 10.7873 -0.4411 0.0 0.0 0.1 0.119
H 1.3906 2.9311 -1.4255 0.0 0.0 0.0 0.061
H 1.6528 -4.4946 0.4976 -0.3 -0.2 0.0 0.112
H -4.7118 1.2704 -4.6655 0.0 0.0 0.0 0.081
H 4.0771 -7.6153 -5.9506 0.1 0.2 0.0 0.136
H -0.8621 7.9968 0.3686 0.0 -0.1 -0.1 0.066
H -1.0397 -2.1756 0.9821 -0.1 -0.2 0.2 0.111
H 1.8303 -0.3589 4.6097 0.2 0.0 0.0 0.095
H 6.1159 -3.2267 7.3015 0.2 0.0 0.0 0.064
H -4.9163 1.3642 -2.9123 0.0 0.0 0.0 0.059
H 2.3813 -6.4698 -4.4573 -0.1 0.0 0.0 0.046
H -0.2315 4.9810 -4.5159 0.0 0.0 0.0 0.062
H 2.1981 -6.3483 9.2944 -0.1 0.0 -0.1 0.104
H 0.7349 -4.7012 8.2620 0.0 0.0 0.1 0.113
H -12.4103 1.5931 1.5559 0.0 0.0 -0.1 0.081
H 5.7557 -5.8602 7.7411 -0.1 0.0 -0.1 0.100
H 0.2904 -2.3780 7.3949 0.0 0.0 -0.1 0.104
H 4.0544 11.1594 -0.6190 0.0 -0.1 0.0 0.107
H -7.5248 1.7062 1.1788 -0.1 -0.2 0.0 0.108
H 2.7763 7.8136 1.5833 -0.1 0.0 0.0 0.112
H 0.9722 -2.9010 3.9427 -0.1 -0.1 0.1 0.094
H 2.1833 -9.3047 -6.6123 0.2 -0.1 0.0 0.078
H 2.2322 -3.7953 6.4809 0.0 0.1 0.0 0.116
H 2.8276 -0.7527 6.9158 0.0 0.1 0.0 0.109
H 2.3695 -4.6329 -2.9556 0.1 0.0 -0.2 0.113
H 4.8818 8.8433 2.5922 0.0 0.0 0.0 0.080
H -5.8590 -0.1732 0.5502 -0.1 0.0 0.1 0.078
```
Positions in Å, forces in eV/Å.

- LUMO (Ha) = -0.1551
- net charge = +1


Record 2
C25H48Cl3N4O4SiTl as an isolated structure at a distorted geometry, computed with ωB97M-V with the def2-TZVPD basis set.

```
86
Properties=species:S:1:pos:R:3:forces:R:3:lowdin_charge:R:1
Tl 2.0554 -0.0356 -0.7255 -3.0 0.6 0.3 0.400
Cl 1.9516 -1.9929 -2.2397 0.5 0.8 0.9 0.170
Cl 4.4145 0.6426 -1.7605 1.0 -0.8 0.1 0.311
Cl 2.4528 1.0287 1.5033 0.2 -0.3 -0.7 0.050
Si 5.6083 -1.1638 -1.1518 0.6 0.3 -0.6 0.287
O -1.7999 -0.0034 1.1472 -0.6 -1.0 0.9 0.036
O 0.3584 1.3845 -1.3160 1.0 -2.0 -0.3 -0.291
O 1.0858 -1.9114 0.9863 0.9 -0.1 1.1 -0.100
O -0.9227 -1.4428 -2.2233 -0.5 0.6 -0.7 -0.058
N -1.1395 0.1771 -3.8669 -0.4 -0.5 0.1 -0.182
N -3.1331 -1.7976 1.4637 0.0 0.0 0.6 -0.131
N 1.5808 -3.3528 2.6927 0.2 -0.2 -0.1 -0.189
N -2.1607 -0.5590 3.3063 -0.3 -0.6 -0.3 -0.138
C 2.6399 -3.8272 3.5699 0.0 0.1 0.2 -0.054
C -1.3289 2.9325 -0.4620 0.1 -0.3 0.1 -0.176
C 0.6104 -4.3438 2.2621 -0.1 -0.1 -0.2 -0.033
C -0.2714 4.2702 -2.7772 0.5 0.1 0.8 -0.115
C 5.2693 -2.6380 -2.2217 -0.6 -0.2 -0.1 -0.221
C -1.5940 3.9709 0.4416 0.1 -0.2 -0.5 -0.039
C 0.6026 3.6370 -1.9761 -1.2 -0.1 -0.2 -0.229
C -2.9048 4.3729 0.6856 0.0 0.2 0.2 -0.098
C -1.5749 -0.6173 -2.8465 0.5 -0.1 0.0 -0.346
C 5.3768 -1.3044 0.6867 -0.1 0.0 0.3 -0.197
C 0.0973 5.1258 -3.9353 0.2 0.2 -0.6 -0.102
C 2.0842 3.6645 -2.1509 0.3 0.0 -0.2 -0.050
C -2.0355 1.1576 -4.4481 -0.1 0.1 0.3 -0.056
C 7.3775 -0.7302 -1.5980 -0.1 0.4 0.1 -0.215
C -3.1227 -1.9166 0.0288 0.2 0.2 -0.7 -0.056
C 0.2163 0.1574 -4.3694 0.3 0.2 0.0 -0.060
C 1.7255 -2.1990 2.0137 -0.5 0.2 -1.0 -0.336
C 0.1241 2.6718 -0.8867 0.3 0.8 1.0 -0.415
C -2.3743 -0.7594 1.9529 0.5 0.9 -0.9 -0.465
C -3.9731 3.7169 0.0635 0.2 -0.2 -0.1 -0.104
C -3.7142 2.6107 -0.7592 0.5 0.1 0.3 -0.075
C -3.0095 -0.8904 4.4334 -0.1 0.0 0.1 -0.070
C -1.1914 0.4727 3.5737 0.4 0.5 0.0 -0.064
C -4.0003 -2.7006 2.1902 0.1 0.1 0.1 -0.074
C -2.3906 2.1920 -0.9798 -0.2 0.3 0.0 -0.041
H -3.7633 -1.6414 4.1968 0.3 0.3 0.1 0.047
H 3.2728 -2.9841 3.8683 -0.1 -0.2 0.0 0.089
H 2.2040 -4.2873 4.4662 0.1 0.2 -0.2 0.089
H -1.3389 4.2532 -2.5485 0.3 -0.2 0.1 0.107
H 2.4382 2.6947 -2.5368 0.0 0.3 0.0 0.048
H 5.7783 -3.5067 -1.7784 0.0 0.2 0.0 0.047
H -0.2245 0.2111 3.1292 -0.2 0.2 0.1 0.071
H 7.6740 0.2519 -1.2065 0.1 -0.3 -0.1 0.034
H -3.0693 0.8224 -4.3032 0.2 0.2 -0.1 0.088
H 0.7836 1.0236 -3.9771 -0.2 -0.4 0.0 0.087
H -1.9110 2.1410 -3.9694 0.0 -0.2 -0.1 0.077
H 0.1829 0.2555 -5.4675 0.1 -0.2 0.3 0.088
H 5.7063 -2.4801 -3.2163 -0.2 0.0 0.2 0.043
H 6.0809 -0.6074 1.1634 -0.2 -0.1 -0.1 0.050
H -4.8755 -2.1832 2.6040 0.0 -0.2 0.0 0.088
H -3.0901 5.2164 1.3666 0.0 -0.5 -0.3 0.100
H -2.1574 1.2878 -1.5462 -0.1 0.5 0.2 0.080
H -1.5013 1.4406 3.1565 0.1 -0.1 0.1 0.097
H -4.3584 -3.4448 1.4764 0.0 0.0 0.3 0.079
H -2.6468 -0.4277 -2.6190 0.2 -0.1 -0.1 0.126
H 5.6215 -2.3170 1.0426 0.0 0.2 -0.2 0.047
H 4.3694 -1.0512 1.0488 0.3 0.0 -0.1 -0.032
H 3.2777 -4.5802 3.0798 -0.2 0.2 0.0 0.094
H -0.5681 4.9061 -4.7756 0.1 0.1 0.0 0.069
H 0.7139 2.9031 0.0205 0.0 0.0 -0.1 0.109
H -0.2480 -3.8375 1.8037 0.3 -0.2 0.1 0.091
H 2.4707 -1.5161 2.4683 -0.2 -0.1 -0.3 0.092
H 4.2009 -2.8720 -2.3265 0.5 0.0 0.0 -0.060
H -0.0053 6.2002 -3.7296 0.0 -0.2 0.1 0.079
H 0.3005 -4.9197 3.1423 -0.1 0.2 -0.2 0.089
H -3.5178 0.0112 4.8081 0.0 -0.2 0.0 0.093
H -0.7352 4.4593 0.9122 -0.4 0.0 -0.1 0.118
H -1.8242 1.2613 -5.5185 -0.1 -0.1 0.2 0.086
H 7.5212 -0.7505 -2.6902 -0.1 0.1 0.4 0.039
H 2.3935 4.4562 -2.8403 0.1 -0.2 0.2 0.069
H -4.9964 4.0566 0.2412 0.3 -0.1 -0.1 0.094
H 0.7119 -0.7736 -4.0727 -0.2 0.3 -0.1 0.019
H -3.4643 -3.2196 2.9923 -0.1 0.0 -0.1 0.084
H 1.1223 4.9455 -4.2713 -0.2 0.1 0.0 0.059
H 1.0492 -5.0490 1.5354 -0.1 0.3 0.1 0.102
H -3.5048 -0.9959 -0.4307 0.1 -0.2 -0.1 0.085
H -3.7556 -2.7595 -0.2519 0.1 0.1 -0.1 0.082
H -2.3715 -1.2708 5.2412 -0.2 0.0 0.0 0.088
H -4.5302 2.0634 -1.2279 0.1 0.1 0.2 0.096
H 2.5936 3.8271 -1.1916 -0.1 0.0 -0.1 0.091
H -1.0831 0.5628 4.6558 0.1 0.0 0.0 0.083
H 8.0310 -1.5010 -1.1602 -0.1 0.2 -0.1 0.044
H -2.1049 -2.0807 -0.3479 -0.3 0.1 0.0 0.079
```
Positions in Å, forces in eV/Å.

- energy relative to the best compared isomer or geometry (same formula, charge and spin) (kcal/mol) = 37.87
- LUMO (Ha) = -0.0443
- net charge = 0


Record 3
C21H24N3O3RuS3Si as an isolated structure at a distorted geometry, computed with ωB97M-V with the def2-TZVPD basis set.

```
56
Properties=species:S:1:pos:R:3:forces:R:3:mulliken_spin:R:1
Ru 0.5207 -0.4268 -0.1033 -1.0 1.7 -0.4 0.918
S -1.6732 0.1264 -2.9678 0.0 -0.1 -0.1 0.005
S 2.9508 -1.0325 0.1072 -0.1 -0.1 0.0 0.026
S 0.2783 -1.8584 -1.9154 0.3 -0.2 0.1 -0.024
Si -1.5381 -1.1492 0.8814 0.4 -0.2 0.4 -0.055
O 0.0523 1.7003 -0.5103 0.1 -1.3 -0.1 0.019
O -1.2962 -2.3791 -3.8128 -0.1 0.0 0.0 -0.001
O 0.8496 0.7329 1.6575 0.2 -0.8 0.5 0.012
N 0.6094 1.9715 1.6853 0.2 0.2 -0.2 0.005
N 0.2445 2.4396 0.5673 -0.4 0.4 0.0 -0.009
N 3.3540 1.5814 0.1844 -0.4 0.2 -0.1 0.025
C -0.5649 4.3263 -0.7085 0.0 -0.2 -0.1 0.000
C 0.5894 -5.0337 2.4097 0.0 0.0 0.0 0.000
C 2.6467 2.1185 -2.3822 0.0 -0.1 0.1 0.014
C 0.4055 4.7234 1.4658 0.1 -0.1 0.0 -0.002
C 2.6536 0.8227 -1.9365 0.1 0.2 -0.2 0.000
C -1.2667 -3.9945 1.2867 0.1 0.0 -0.1 0.011
C 0.0221 3.8509 0.4520 -0.1 0.2 -0.1 -0.001
C -2.2891 -2.2084 -4.8276 0.0 0.1 -0.1 0.000
C -0.4019 6.5709 0.1473 0.0 0.0 0.0 -0.002
C 2.9713 3.1645 -1.5056 -0.1 0.3 0.0 0.016
C -3.0402 -1.5108 -0.1642 0.1 0.0 0.0 0.007
C 2.9664 0.5434 -0.5946 0.5 -0.7 0.1 0.012
C -0.9945 -1.3839 -2.9804 0.0 0.5 0.2 0.007
C 0.1925 6.0818 1.3044 0.0 0.0 0.0 0.001
C 1.1520 -3.7866 2.6336 0.0 0.0 0.0 -0.001
C 0.5027 -2.6413 2.1870 -0.2 -0.1 0.1 -0.016
C 3.3132 2.8673 -0.2216 0.1 0.2 -0.1 0.007
C -0.6275 -5.1358 1.7448 0.0 0.0 0.0 0.002
C -0.7784 5.6899 -0.8534 0.0 0.0 0.0 0.001
C -2.0566 -0.1376 2.3766 0.0 0.1 -0.2 0.003
C -0.7165 -2.7269 1.5004 0.0 0.1 0.0 0.026
H -0.8474 3.6192 -1.4759 0.0 0.0 0.0 -0.001
H 2.3692 2.3304 -3.4064 0.0 0.0 0.0 0.000
H -1.8077 -2.3369 -5.7954 0.0 0.0 0.0 0.000
H -3.8133 -1.9499 0.4752 0.0 0.0 0.0 -0.001
H -3.0398 -2.9830 -4.6871 0.0 0.0 0.0 0.000
H 0.9308 -1.6698 2.4053 0.0 0.0 0.0 -0.007
H 0.4918 6.7643 2.0893 0.0 0.0 0.0 0.000
H -3.4341 -0.5947 -0.6049 0.0 0.0 0.0 0.002
H -1.1904 0.1455 2.9733 0.0 0.0 0.0 0.000
H -2.8147 -2.2071 -0.9723 0.0 0.0 0.0 0.002
H 0.8660 4.3320 2.3615 0.0 0.0 0.0 0.000
H -2.7235 -0.7395 3.0005 0.0 0.0 -0.1 -0.001
H 3.5614 3.6125 0.5204 0.0 0.0 0.0 0.001
H 2.9341 4.1963 -1.8229 0.0 0.0 0.0 0.001
H -2.5872 0.7721 2.0818 0.0 0.0 0.0 0.001
H 3.5613 1.3569 1.1497 0.0 -0.1 0.0 -0.002
H -2.7414 -1.2227 -4.7646 0.0 0.0 0.0 0.000
H 1.0956 -5.9267 2.7553 0.0 0.0 0.0 0.000
H -1.2492 6.0624 -1.7537 0.0 0.0 0.0 0.000
H 2.4073 -0.0007 -2.5900 -0.1 -0.1 0.1 0.001
H -1.0746 -6.1090 1.5820 0.0 0.0 0.0 0.000
H 2.0963 -3.7022 3.1579 0.0 0.0 0.0 -0.001
H -2.2109 -4.0885 0.7608 0.0 0.0 0.0 0.000
H -0.5708 7.6335 0.0319 0.0 0.0 0.0 0.000
```
Positions in Å, forces in eV/Å.

- spin multiplicity = 2
- energy relative to the best compared isomer or geometry (same formula, charge and spin) (kcal/mol) = 0.00
- LUMO (spin up / spin down) (Ha) = -0.0341 / -0.0367
- net charge = 0
- <S²> = 0.76


Record 4
C2H2FLiOPr as an isolated structure at a distorted geometry, computed with ωB97M-V with the def2-TZVPD basis set.

```
8
Properties=species:S:1:pos:R:3:forces:R:3:mulliken_spin:R:1
Pr -1.3009 -1.1107 -0.3994 -0.2 0.4 -0.6 2.284
F 0.0424 -0.2024 1.2108 0.4 -0.5 -0.2 -0.009
O 0.2245 0.3861 -1.3281 -3.1 -5.2 -0.3 -0.095
C 1.1771 0.5525 0.7827 1.4 0.0 0.8 -0.151
C 1.1930 0.8709 -0.5065 -2.6 3.6 -1.3 -0.026
Li 1.7138 -0.1235 -2.7563 0.5 0.4 -0.5 0.000
H 1.9825 0.5634 1.5083 -0.4 0.5 0.5 0.000
H 0.6011 1.8433 -1.0288 3.9 0.7 1.6 -0.004
```
Positions in Å, forces in eV/Å.

- spin multiplicity = 3
- LUMO (spin up / spin down) (Ha) = -0.6281 / -0.5314
- net charge = +3
- <S²> = 2.23


E_tot values, unit Ha, following the record order: -4329.89538; -3343.97906; -2783.45459; -775.71690.